Entry 1:
Here is a structure of composition C35H32GeIrNSSe from OMol25. Energies are from the ωB97M-V functional and the def2-TZVPD basis.

Kohn-Sham gap (spin up / spin down) = 5.869 / 5.783 eV
maximum force = 2.1 eV/A

```
! wB97M-V def2-TZVPD RIJCOSX def2/J DEFGRID3
* xyz 1 2
Ir 0.223 0.560 0.305
S -1.547 3.112 3.375
C -1.850 3.901 1.882
C -1.271 3.267 0.827
C -0.548 2.114 1.241
C -0.633 1.911 2.591
C -0.055 0.732 3.175
C -0.073 0.362 4.509
C 0.551 -0.817 4.882
C 1.165 -1.607 3.918
C 1.128 -1.194 2.602
N 0.537 -0.051 2.246
H -2.443 4.803 1.871
H -1.355 3.611 -0.193
H -0.569 0.992 5.234
H 0.563 -1.118 5.922
H 1.662 -2.530 4.177
H 1.580 -1.771 1.806
C -1.460 -2.673 1.273
Ge -1.595 -1.090 0.148
C -2.144 -1.676 -1.614
C -1.435 -1.454 -2.791
C -1.913 -1.948 -3.998
C -3.096 -2.671 -4.032
C -3.816 -2.885 -2.863
C -3.343 -2.390 -1.655
C -3.048 -0.024 0.895
C -3.544 -0.373 2.126
C -4.647 0.308 2.694
C -5.212 1.355 2.032
C -4.721 1.763 0.764
C -5.319 2.838 0.057
C -4.856 3.213 -1.169
C -3.756 2.536 -1.745
C -3.155 1.509 -1.078
C -3.626 1.077 0.189
H -2.439 -3.152 1.242
H -1.201 -2.446 2.306
H -0.721 -3.368 0.874
H -0.501 -0.901 -2.774
H -1.358 -1.772 -4.911
H -3.458 -3.076 -4.968
H -4.744 -3.440 -2.887
H -3.918 -2.555 -0.749
H -3.110 -1.199 2.677
H -5.045 -0.016 3.647
H -6.050 1.891 2.463
H -6.170 3.340 0.502
H -5.333 4.021 -1.708
H -3.396 2.834 -2.721
H -2.296 1.017 -1.522
C 6.570 4.598 -0.477
C 5.440 3.606 -0.524
C 4.684 3.432 -1.675
C 3.679 2.477 -1.763
C 2.877 2.364 -3.032
C 3.440 1.671 -0.639
Se 2.272 0.167 -0.893
C 4.136 1.866 0.560
C 3.878 1.075 1.814
C 5.130 2.836 0.588
H 6.657 5.145 -1.414
H 7.516 4.087 -0.292
H 6.428 5.317 0.331
H 4.889 4.053 -2.540
H 3.200 3.109 -3.756
H 1.815 2.516 -2.830
H 2.979 1.377 -3.485
H 2.931 0.550 1.766
H 3.858 1.738 2.680
H 4.668 0.338 1.979
H 5.689 2.982 1.507
*
```

=====

Entry 2:
Here is a structure of composition C35H32N4O7S2V from OMol25. Energies are from the ωB97M-V functional and the def2-TZVPD basis.

Kohn-Sham gap = 4.401 eV
maximum force = 2.4 eV/A

```
! wB97M-V def2-TZVPD RIJCOSX def2/J DEFGRID3
* xyz 3 1
V -0.723 0.572 -0.892
O 2.155 5.013 0.721
C 2.930 3.942 0.918
C 4.201 4.180 1.427
C 5.048 3.135 1.703
C 4.678 1.799 1.459
C 3.459 1.546 0.917
C 2.554 2.608 0.638
C 1.287 2.279 0.103
O 1.032 1.040 -0.337
N 0.278 3.140 0.104
N -0.850 2.504 -0.290
C -1.980 3.112 -0.396
C -3.096 2.253 -0.755
C -4.408 2.641 -0.876
C -5.364 1.670 -1.160
C -4.982 0.342 -1.288
C -3.649 0.013 -1.163
N -2.729 0.961 -0.922
H 1.267 4.749 0.441
H 4.485 5.209 1.608
H 6.025 3.349 2.121
H 5.357 0.990 1.694
H 3.155 0.530 0.691
H -2.074 4.170 -0.194
H -4.676 3.683 -0.747
H -6.404 1.950 -1.274
H -5.706 -0.437 -1.486
H -3.300 -1.006 -1.259
O -0.933 -0.066 0.711
S -0.654 -0.027 2.297
C -2.189 0.532 2.930
C -2.152 1.686 3.709
C -3.346 2.147 4.249
C -4.528 1.468 3.989
C -4.540 0.314 3.198
C -3.364 -0.173 2.665
C -0.619 -1.743 2.700
C -0.827 -2.719 1.736
C -0.745 -4.046 2.134
C -0.455 -4.361 3.455
C -0.251 -3.358 4.401
C -0.324 -2.026 4.029
H -1.216 2.203 3.902
H -3.347 3.029 4.877
H -5.455 1.830 4.417
H -5.468 -0.218 3.029
H -3.350 -1.093 2.091
H -1.058 -2.466 0.711
H -0.911 -4.831 1.407
H -0.386 -5.399 3.754
H -0.030 -3.614 5.429
H -0.164 -1.237 4.760
C 5.946 -1.919 -1.595
C 4.462 -2.073 -1.790
C 3.912 -1.987 -3.069
C 2.549 -2.073 -3.274
C 1.730 -2.280 -2.168
C 2.245 -2.404 -0.874
C 3.611 -2.303 -0.704
S 0.020 -2.427 -2.329
O -0.625 -1.256 -1.581
O -0.453 -3.680 -1.851
N -0.358 -2.161 -3.867
C -1.256 -1.084 -4.349
C -0.541 0.223 -4.744
C 0.244 0.718 -3.579
O 1.407 0.665 -3.427
O -0.574 1.138 -2.468
H 6.493 -2.656 -2.186
H 6.234 -2.035 -0.552
H 6.270 -0.935 -1.939
H 4.566 -1.850 -3.923
H 2.136 -1.986 -4.272
H 1.596 -2.612 -0.029
H 4.035 -2.433 0.286
H -0.381 -3.033 -4.389
H -2.010 -0.874 -3.597
H -1.773 -1.479 -5.217
H -1.305 0.945 -5.036
H 0.157 0.077 -5.562
*
```

=====

Entry 3:
Here is a structure of composition C35H32N5RuSb from OMol25. Energies are from the ωB97M-V functional and the def2-TZVPD basis.

Kohn-Sham gap = 7.885 eV
maximum force = 0.5 eV/A

```
! wB97M-V def2-TZVPD RIJCOSX def2/J DEFGRID3
* xyz 2 1
Ru 0.119 0.400 -0.512
C 0.035 -2.506 0.267
N -0.577 -1.562 -0.721
C -2.056 -1.534 -0.557
C -2.316 -0.609 0.591
N -1.465 0.363 0.849
C -1.985 1.094 1.902
C -1.488 2.212 2.566
C -2.260 2.725 3.586
C -3.489 2.145 3.944
C -3.986 1.033 3.297
C -3.207 0.519 2.268
N -3.379 -0.565 1.413
C 1.255 -1.908 0.891
N 1.383 -0.606 0.997
C 2.539 -0.387 1.738
C 3.117 0.795 2.193
C 4.280 0.682 2.926
C 4.860 -0.564 3.208
C 4.288 -1.745 2.778
C 3.114 -1.626 2.045
N 2.266 -2.574 1.479
H -0.690 -2.661 1.070
H 0.217 -3.475 -0.199
H -0.339 -1.876 -1.656
H -2.506 -1.139 -1.467
H -2.454 -2.536 -0.388
H -0.535 2.645 2.294
H -1.917 3.594 4.131
H -4.059 2.583 4.752
H -4.930 0.588 3.580
H -4.162 -1.200 1.409
H 2.662 1.755 1.995
H 4.757 1.577 3.304
H 5.770 -0.600 3.790
H 4.725 -2.706 3.013
H 2.356 -3.574 1.560
C 6.797 -0.877 -2.909
C 5.902 -1.707 -2.248
C 4.613 -1.265 -1.986
C 4.230 0.009 -2.389
C 5.121 0.839 -3.061
C 6.409 0.393 -3.315
Sb 2.291 0.756 -2.047
C 2.560 2.457 -0.824
C 1.372 2.924 -0.260
C 1.383 3.961 0.666
C 2.593 4.544 1.018
C 3.780 4.074 0.465
C 3.768 3.023 -0.443
C 1.712 1.642 -3.874
C 1.184 0.833 -4.877
C 0.762 1.398 -6.071
C 0.861 2.771 -6.262
C 1.389 3.576 -5.263
C 1.818 3.014 -4.067
H 7.801 -1.223 -3.114
H 6.206 -2.698 -1.941
H 3.918 -1.915 -1.465
H 4.815 1.823 -3.402
H 7.106 1.034 -3.837
H 0.384 2.569 -0.598
H 0.455 4.336 1.080
H 2.612 5.368 1.718
H 4.721 4.527 0.747
H 4.702 2.650 -0.847
H 1.112 -0.242 -4.745
H 0.361 0.768 -6.854
H 0.533 3.211 -7.193
H 1.473 4.644 -5.415
H 2.229 3.653 -3.293
C -0.866 0.997 -1.958
H -1.447 0.373 -2.649
H -0.903 2.039 -2.294
*
```